{"formula": "C59H48Cl2HfN5O4P2Se", "method": "wB97M-V/def2-TZVPD", "species": ["Hf", "C", "C", "C", "C", "N", "C", "N", "C", "N", "C", "N", "C", "C", "C", "C", "C", "N", "C", "C", "C", "C", "C", "C", "H", "H", "H", "H", "H", "H", "H", "H", "H", "H", "H", "H", "O", "P", "C", "P", "O", "C", "C", "C", "C", "C", "C", "C", "C", "C", "C", "C", "C", "C", "C", "C", "C", "C", "C", "C", "C", "C", "C", "C", "C", "H", "H", "H", "H", "H", "H", "H", "H", "H", "H", "H", "H", "H", "H", "H", "H", "H", "H", "H", "H", "H", "H", "Cl", "C", "C", "C", "Cl", "C", "O", "C", "C", "O", "C", "H", "H", "H", "C", "C", "C", "C", "C", "C", "Se", "C", "C", "C", "H", "H", "H", "H", "H", "H", "H", "H", "H", "H", "H"], "coordinates": [[-0.775142, -0.100931, -0.332786], [2.522568, -2.390001, 2.012341], [3.389223, -2.781447, 0.998976], [2.942786, -2.743752, -0.300356], [1.644963, -2.304452, -0.585877], [0.828643, -1.836558, 0.389289], [1.284089, -1.920246, 1.653318], [1.252203, -2.446148, -1.904341], [0.057307, -2.242982, -2.319789], [-1.050894, -1.749139, -1.632943], [-2.162774, -1.878631, -2.485088], [-3.383091, -1.655980, -2.243114], [-3.924168, -0.998586, -1.154584], [-5.281373, -1.264727, -0.917891], [-5.964715, -0.579459, 0.051579], [-5.288856, 0.411181, 0.761140], [-3.962591, 0.618904, 0.484195], [-3.252806, -0.080034, -0.426819], [-1.709190, -2.428677, -3.778678], [-2.406359, -2.724422, -4.932011], [-1.673148, -3.206845, -6.011551], [-0.291643, -3.390606, -5.921758], [0.393248, -3.106624, -4.746349], [-0.347382, -2.620087, -3.686985], [2.810119, -2.428382, 3.054157], [4.391731, -3.122482, 1.230910], [3.544737, -3.081742, -1.132707], [0.618607, -1.573992, 2.430192], [-5.753841, -2.013323, -1.541267], [-7.016499, -0.773916, 0.231714], [-5.780881, 1.017779, 1.510551], [-3.438961, 1.412959, 0.989046], [-3.479935, -2.583691, -4.985792], [-2.181456, -3.445908, -6.938481], [0.249518, -3.767155, -6.782072], [1.462244, -3.265528, -4.652384], [1.325033, 0.932628, 1.703181], [2.680842, 1.567394, 1.681811], [3.499637, 1.243121, 0.085868], [2.318840, 1.372471, -1.296295], [1.202949, 0.393076, -0.997262], [1.792233, 3.074336, -1.457811], [0.744656, 3.561643, -0.670128], [0.330848, 4.874837, -0.815024], [0.955165, 5.707808, -1.735585], [2.002261, 5.231911, -2.513359], [2.422327, 3.915908, -2.378446], [3.196315, 0.900669, -2.773928], [2.501096, 0.198913, -3.757366], [3.152736, -0.161457, -4.929314], [4.485979, 0.172505, -5.117921], [5.181401, 0.876095, -4.139234], [4.539173, 1.241451, -2.966430], [2.713635, 3.342337, 1.945598], [3.426967, 4.244889, 1.159027], [3.414305, 5.596904, 1.470014], [2.697057, 6.051069, 2.569790], [1.989546, 5.155134, 3.361851], [1.998300, 3.804372, 3.052684], [3.741080, 0.914231, 2.970294], [5.129333, 1.012909, 2.906134], [5.905598, 0.528090, 3.948870], [5.294959, -0.040781, 5.061111], [3.909222, -0.125668, 5.133815], [3.131001, 0.347835, 4.086857], [3.822382, 0.199472, 0.097039], [4.363722, 1.890723, -0.068414], [0.248730, 2.920473, 0.047784], [-0.494692, 5.247545, -0.217418], [0.615577, 6.730939, -1.853591], [2.477436, 5.875244, -3.244759], [3.216515, 3.541739, -3.012316], [1.454532, -0.034580, -3.612672], [2.611085, -0.698353, -5.700321], [4.990525, -0.112395, -6.033656], [6.220361, 1.140860, -4.292191], [5.088263, 1.788581, -2.206072], [3.979352, 3.913656, 0.286171], [3.961444, 6.297664, 0.850368], [2.691181, 7.106972, 2.811485], [1.428691, 5.510997, 4.217007], [1.444024, 3.099769, 3.666532], [5.610283, 1.471291, 2.046331], [6.985950, 0.599380, 3.899150], [5.902577, -0.416719, 5.876064], [3.436987, -0.561138, 6.006818], [2.048164, 0.276828, 4.123346], [-2.004777, 1.278091, 6.863425], [-1.835932, 1.245298, 5.140951], [-1.737687, 2.449808, 4.436489], [-1.576081, 2.446859, 3.072069], [-1.509579, 3.939990, 2.203466], [-1.471538, 1.250284, 2.340202], [-1.262529, 1.281336, 1.050750], [-1.657848, 0.055214, 3.063521], [-1.743003, -1.220580, 2.401270], [-1.663901, -1.416066, 1.186775], [-1.822322, 0.063534, 4.459985], [-1.801934, 3.393088, 4.966768], [-1.917322, -2.087468, 3.046553], [-1.954422, -0.877365, 4.985604], [-2.698396, 6.767381, -4.749779], [-2.276999, 5.439016, -4.170819], [-2.843423, 4.942780, -3.006627], [-2.502398, 3.691200, -2.489843], [-3.150336, 3.230784, -1.213710], [-1.575244, 2.914072, -3.186661], [-1.055399, 1.143282, -2.682727], [-0.957442, 3.400442, -4.344402], [0.078766, 2.598113, -5.094585], [-1.321704, 4.657660, -4.811536], [-3.341180, 7.315753, -4.060139], [-3.253995, 6.620641, -5.679029], [-1.834222, 7.393976, -4.984166], [-3.576697, 5.543309, -2.473377], [-3.538687, 4.081642, -0.646960], [-2.442202, 2.690593, -0.590424], [-3.983473, 2.554996, -1.427565], [0.922261, 2.343418, -4.446279], [0.450636, 3.159891, -5.952141], [-0.338322, 1.651721, -5.450373], [-0.845335, 5.037460, -5.712866]], "atomic_forces_ev_per_a": [[0.6, 0.3, -0.4], [0.1, -0.1, 0.1], [0.1, 0.0, 0.0], [0.1, -0.1, -0.1], [-0.4, -0.2, 0.0], [0.6, 0.2, -0.1], [-0.3, 0.1, -0.1], [0.3, 0.2, 0.2], [-0.3, -0.2, 0.2], [-0.2, -0.5, -0.9], [0.5, -0.3, 0.1], [-0.6, 0.4, 0.1], [0.1, 0.0, 0.0], [0.0, -0.2, -0.1], [-0.1, 0.0, 0.0], [-0.1, 0.0, 0.0], [0.1, 0.0, -0.1], [0.1, -0.4, -0.2], [-0.1, 0.1, 0.1], [-0.1, 0.0, -0.1], [-0.1, 0.0, 0.0], [0.0, 0.0, 0.0], [0.2, -0.1, -0.1], [0.1, 0.1, 0.1], [0.0, 0.0, 0.0], [-0.1, 0.0, 0.0], [0.0, 0.0, 0.0], [0.0, 0.1, 0.0], [0.0, 0.1, 0.0], [0.1, 0.0, 0.0], [0.0, 0.0, -0.1], [0.0, 0.0, 0.0], [0.1, 0.0, 0.0], [0.0, 0.0, 0.1], [0.0, 0.0, 0.1], [-0.1, 0.0, 0.0], [0.2, 0.4, 0.3], [-0.2, -0.3, -0.2], [-0.1, 0.2, 0.0], [0.0, 0.0, 0.1], [0.0, 0.1, 0.2], [-0.1, 0.1, -0.1], [0.1, 0.0, -0.1], [-0.1, 0.0, 0.0], [0.0, 0.0, 0.0], [0.0, 0.0, 0.0], [-0.1, -0.1, 0.0], [0.2, -0.1, 0.0], [0.1, 0.1, 0.0], [0.0, 0.0, 0.0], [0.0, 0.0, 0.0], [0.0, 0.0, 0.0], [0.0, -0.1, 0.0], [-0.1, 0.1, 0.1], [0.0, 0.0, 0.0], [0.0, 0.0, 0.0], [0.0, 0.0, 0.0], [0.0, 0.0, 0.0], [0.0, 0.0, -0.1], [0.1, -0.1, 0.0], [0.0, 0.0, 0.0], [0.0, 0.0, 0.0], [0.0, 0.0, 0.0], [0.0, 0.0, 0.0], [0.0, 0.0, 0.0], [0.1, -0.1, 0.0], [0.0, -0.1, 0.0], [0.0, 0.0, 0.0], [0.1, 0.0, -0.1], [0.0, -0.1, 0.0], [0.0, 0.0, 0.1], [0.0, 0.0, 0.0], [0.0, 0.0, 0.0], [0.0, 0.0, 0.1], [0.0, 0.0, 0.0], [0.0, 0.0, 0.0], [0.0, 0.0, -0.1], [-0.1, 0.1, 0.1], [0.0, 0.0, 0.0], [0.0, 0.0, 0.0], [0.0, 0.0, 0.0], [0.0, 0.1, 0.0], [0.0, 0.0, 0.1], [-0.1, 0.0, 0.0], [0.0, 0.0, 0.0], [0.0, 0.0, 0.0], [0.1, 0.0, 0.0], [0.0, 0.0, 0.0], [0.0, 0.2, 0.1], [0.0, 0.1, 0.1], [0.1, 0.2, -0.1], [0.0, 0.0, 0.1], [0.0, 0.1, -0.1], [-0.1, 0.1, 0.7], [0.1, -0.2, 0.0], [-0.2, 0.2, 0.2], [0.1, -0.2, 0.5], [0.0, -0.3, 0.0], [0.0, -0.1, 0.0], [-0.1, -0.1, 0.0], [0.0, 0.1, 0.0], [0.1, -0.1, 0.0], [0.0, 0.1, 0.0], [0.0, 0.0, 0.1], [0.0, 0.2, -0.1], [0.0, 0.1, -0.2], [0.0, 0.0, 0.4], [-0.4, 0.0, -0.5], [0.1, 0.1, -0.2], [-0.1, 0.1, 0.0], [0.1, 0.0, -0.1], [0.0, 0.0, 0.0], [0.0, 0.0, 0.0], [0.0, 0.0, 0.0], [0.0, 0.0, 0.0], [0.0, -0.1, -0.1], [0.0, 0.0, 0.0], [0.0, 0.0, 0.0], [-0.1, 0.1, -0.1], [0.0, 0.0, 0.0], [0.0, 0.0, 0.0], [0.0, 0.0, 0.1]], "mulliken_charge": [0.242, -0.488, -0.741, -0.485, 0.084, 0.101, -0.062, -0.304, -0.335, 0.019, 0.018, -0.469, -0.124, -0.728, -0.617, -1.406, -0.593, 0.894, -0.065, -0.177, -0.694, -0.862, 0.035, 0.707, 0.547, 0.447, 0.547, -0.179, 0.541, 0.432, 0.538, 0.981, 0.561, 0.422, 0.445, 0.619, 0.043, 0.522, -1.834, 0.535, 0.684, 1.902, 1.209, -1.024, -1.127, -1.084, -0.819, 0.777, -0.077, -1.586, -0.816, -0.761, -0.816, 1.093, -0.213, -0.599, -0.694, -0.799, -0.772, 1.068, -0.728, -0.707, -0.548, -0.606, -0.499, 0.269, 1.267, -0.358, 0.356, 0.485, 0.459, 0.398, 0.769, 0.586, 0.429, 0.457, 0.339, 0.139, 0.475, 0.414, 0.460, 0.463, 0.330, 0.441, 0.412, 0.451, 0.288, -0.202, 0.072, -0.490, 0.956, -0.161, -0.282, 0.613, 1.156, -0.617, -0.485, -1.377, 0.520, 0.314, 0.494, -1.726, 0.708, -1.109, 0.611, -0.603, 0.475, 0.241, 0.529, -1.422, -1.055, 0.361, 0.345, 0.370, 0.336, 0.458, -0.582, 0.386, 0.090, 0.501, 0.295, 0.378], "e_homo_ev": -8.9822, "total_charge": 1, "orbital_gap_ev": 5.8, "energy_ev": -187883.3524, "molar_mass_da": 1281.37, "multiplicity": 1}